No. 1
A structure of composition C20H21N4O7P2RhS3, computed with ωB97M-V with the def2-TZVPD basis set.

Calculated values
M: 690.46 g/mol
electronic energy: -95472.9596 eV
HOMO-LUMO gap: 7.13 eV

The geometry in ORCA input format:
```
! wB97M-V def2-TZVPD RIJCOSX def2/J DEFGRID3
* xyz 0 1
Rh -1.37547 -0.76473 0.46868
C -4.16548 -4.32756 -2.13294
S -4.37134 -2.60946 -2.63797
C -3.29946 -1.76413 -1.53733
S -1.99301 -2.59713 -0.80760
N -3.61011 -0.49307 -1.42417
N -2.75050 0.15509 -0.59978
C -2.92077 1.40515 -0.34683
C -2.06524 2.00027 0.67718
C -2.08889 3.34660 1.00823
C -1.23616 3.79814 2.00520
C -0.39488 2.90474 2.64602
C -0.42427 1.57061 2.26709
N -1.23525 1.14544 1.30989
H -4.93296 -4.87598 -2.67699
H -4.33313 -4.42718 -1.06358
H -3.18691 -4.71981 -2.39738
H -3.71467 1.95943 -0.83214
H -2.76463 4.01916 0.49825
H -1.23254 4.84560 2.27724
H 0.27698 3.22489 3.42914
H 0.18693 0.80351 2.72835
O -3.84362 -3.13365 3.00857
P -2.49112 -2.30370 2.87679
O -1.93989 -1.89302 4.18932
O -2.81510 -1.24326 1.82329
O -1.47800 -3.36547 2.18981
P 0.10759 -2.98109 2.09766
O 0.57537 -3.04589 3.61183
O 0.84348 -3.88207 1.21109
O 0.07171 -1.47541 1.73164
H -3.89209 -3.55590 3.87304
H -0.10489 -2.60012 4.15998
N 0.26614 -0.48935 -0.73045
S 0.84462 0.64005 -1.66965
C 2.30127 -0.10572 -2.39100
C 2.53459 -1.45996 -2.22981
C 3.68367 -2.00592 -2.79237
C 4.56131 -1.20965 -3.50836
C 4.29963 0.14613 -3.67621
C 3.16506 0.70564 -3.11659
C 1.63316 1.92101 -0.68927
C 1.12658 3.20607 -0.78646
C 1.67889 4.21326 -0.00361
C 2.71683 3.92029 0.86580
C 3.20527 2.62073 0.96986
C 2.66547 1.61418 0.18977
H 0.98203 -0.91595 -0.13850
H 1.84358 -2.09161 -1.68711
H 3.88088 -3.06116 -2.66132
H 5.45331 -1.64257 -3.94121
H 4.98224 0.76691 -4.24075
H 2.96079 1.76304 -3.23445
H 0.31243 3.41880 -1.46934
H 1.29703 5.22319 -0.07663
H 3.15285 4.70667 1.46828
H 4.01101 2.39667 1.65619
H 3.03968 0.59925 0.26156
*
```

Atomic partial charges in e from the Löwdin method, atoms 1 to 4:
1 Rh 0.939
2 C -0.431
3 S 0.862
4 C -1.046

No. 2
A cluster of 2 separate species, C2H8OS in total, computed with ωB97M-V with the def2-TZVPD basis set.

Calculated values
M: 80.15 g/mol
electronic energy: -15085.6697 eV
HOMO-LUMO gap: 9.85 eV

The geometry in ORCA input format:
```
! wB97M-V def2-TZVPD RIJCOSX def2/J DEFGRID3
* xyz 0 1
C -0.95448 -1.22214 0.30299
S -0.85719 0.37658 -0.48407
C 0.78077 0.31507 -1.26610
H -0.37191 -1.18233 1.21952
H -0.74716 -2.03275 -0.38121
H -1.92114 -1.43164 0.74809
H 0.68051 0.76181 -2.25666
H 1.69330 0.65828 -0.80512
H 0.83232 -0.67799 -1.72314
O 1.60810 0.32518 1.74813
H 0.69518 0.07125 1.92270
H 1.60467 0.89697 0.98011
*
```

Atomic partial charges in e from the Löwdin method, atoms 1 to 4:
1 C -0.436
2 S 0.754
3 C -0.418
4 H 0.007